Record 1
Computed, not measured: an isolated molecule of C2H6N2S, with the ωB97M-V functional and the def2-TZVPD basis.

```
11
Properties=species:S:1:pos:R:3
H 0.4911 0.9828 -0.8799
H 2.2203 1.4097 -0.5154
H 1.6002 -2.1527 0.4439
H -1.8472 0.5823 1.2738
H -1.5202 1.0712 -0.2626
C -1.7698 0.0963 0.2938
N 2.0488 -1.1818 0.1805
N 1.2415 0.9758 -0.2070
C 1.0541 -0.4409 0.0445
S -0.6980 -1.0544 -0.3952
H -2.8208 -0.2883 0.0235
```

As for the LUMO energy: 0.0253 hartree. The spin multiplicity is 1. The HOMO energy is -9.2 eV. As for the HOMO-LUMO gap: 0.36354 Eh. The energy above the lowest of the compared OMol25 structures with the same formula, charge and spin is 1.8994 eV.

=====

Record 2
Computed, not measured: an isolated molecule of C2H6N2S2, with the ωB97M-V functional and the def2-TZVPD basis.

```
12
Properties=species:S:1:pos:R:3
N -1.0002 -0.7959 -0.8522
C -0.0357 -0.4365 0.0505
S 0.6872 -1.3960 1.2138
C 0.4343 1.0239 -0.1388
H -1.2722 -0.0239 -1.4635
H -2.2298 -2.6634 0.1557
S -1.7055 -2.3631 -1.0668
H 1.2305 1.6857 1.6300
H -0.4005 1.7544 0.1525
N 1.5411 1.4425 0.7031
H 0.5737 1.1350 -1.2300
H 2.1770 0.6373 0.8458
```

As for the LUMO energy: 0.0171 hartree. The spin multiplicity is 1. The HOMO energy is -8.6 eV. As for the HOMO-LUMO gap: 0.33280 Eh. The energy above the lowest of the compared OMol25 structures with the same formula, charge and spin is 0.6742 eV.

=====

Record 3
Computed, not measured: a cluster of 2 separate species, C2H6N3O in total, with the ωB97M-V functional and the def2-TZVPD basis.

```
12
Properties=species:S:1:pos:R:3
H 2.3032 -0.5521 -0.9546
N -0.3102 -1.1247 -0.1002
N -3.2285 -0.5398 0.1054
H -3.4024 1.4257 -0.4003
H 0.5626 1.8141 0.4864
C 2.0216 -0.2551 0.0110
C 0.5239 -0.1588 -0.0129
O 0.0252 1.1145 0.1106
H 2.3686 0.7461 0.3167
H -0.0205 -2.0890 -0.2802
H 2.2365 -0.9457 0.7487
N -3.0800 0.5648 -0.0307
```

As for the LUMO energy (alpha / beta): -0.2702 / -0.2702 hartree. The spin multiplicity is 1. The HOMO energy (alpha / beta) is -13.8 / -13.8 eV. As for the HOMO-LUMO gap (alpha / beta): 0.23627 / 0.23629 Eh. The energy above the lowest of the compared OMol25 structures with the same formula, charge and spin is 4.2711 eV. As for the net charge: +1.

=====

Record 4
Computed, not measured: a cluster of 2 separate species, C2H6N3O in total, with the ωB97M-V functional and the def2-TZVPD basis.

```
12
Properties=species:S:1:pos:R:3
N 1.3881 0.0206 -0.6609
H 2.0099 -0.6467 -0.3736
H -1.1125 0.2747 -2.0182
H -1.8939 -0.8049 -0.8645
H -1.6052 -0.9963 1.9393
O 0.4414 1.3945 1.3390
H 1.3319 0.9026 -0.1270
C -0.2659 0.5355 1.6823
C -0.9426 -0.3802 -1.1395
N -1.0207 -0.1965 2.2546
N 0.0733 -0.6111 -0.4529
H 1.5963 0.5079 -1.5786
```

As for the LUMO energy: -0.1608 hartree. The spin multiplicity is 1. The HOMO energy is -15.2 eV. As for the HOMO-LUMO gap: 0.39603 Eh. The energy above the lowest of the compared OMol25 structures with the same formula, charge and spin is 3.5227 eV. As for the net charge: +1.

=====

Record 5
Computed, not measured: a cluster of 2 separate species, C2H6N3O2 in total, with the ωB97M-V functional and the def2-TZVPD basis.

```
13
Properties=species:S:1:pos:R:3
H -0.7778 -0.1580 0.2215
H 1.4896 -0.4067 0.5323
H -1.4428 1.4426 0.3700
O 1.7202 0.5592 0.6317
N -0.3150 -4.0724 -0.4617
H -0.0290 -4.7712 -1.1350
N -0.6944 0.8239 0.1682
O -0.1134 -1.9985 0.5132
H 0.9077 2.3666 0.4683
H -0.1423 1.8162 -1.5987
C 0.8118 1.3588 0.1688
N 0.1442 1.0422 -0.9692
C -0.1587 -3.0132 0.0059
```

As for the LUMO energy: -0.1208 hartree. The spin multiplicity is 1. The HOMO energy is -15.2 eV. As for the HOMO-LUMO gap: 0.43623 Eh. The energy above the lowest of the compared OMol25 structures with the same formula, charge and spin is 1.4218 eV. As for the net charge: +1.

=====

Record 6
Computed, not measured: a cluster of 2 separate species, C2H6N3O2 in total, with the ωB97M-V functional and the def2-TZVPD basis.

```
13
Properties=species:S:1:pos:R:3
O -1.8818 0.5735 -0.9848
N -1.0272 1.2845 -1.4579
H -0.5091 -2.6823 0.1185
C 0.2299 0.4324 0.6073
C 0.3433 -0.8839 0.5112
H -1.4029 -1.4250 -0.4002
O -0.3223 0.6832 -2.4772
N -0.4701 -1.7273 -0.0994
H 0.6682 2.2807 0.8825
H 0.3508 1.0928 -3.0041
H 0.1614 1.3050 2.2977
H 1.2576 -1.3395 0.6930
N 0.3700 1.4298 1.3225
```

As for the LUMO energy: -0.1702 hartree. The spin multiplicity is 1. The HOMO energy is -13.9 eV. As for the HOMO-LUMO gap: 0.34134 Eh. The energy above the lowest of the compared OMol25 structures with the same formula, charge and spin is 4.3747 eV. As for the net charge: +1.

=====

Record 7
Computed, not measured: the ion C2H6N3OS with charge +1, with the ωB97M-V functional and the def2-TZVPD basis.

```
13
Properties=species:S:1:pos:R:3
N -1.6519 1.2288 1.6316
C 0.8220 -1.6312 -0.7484
H 2.1582 0.7335 0.2765
H -2.4442 1.7215 2.2358
O 0.5361 1.8086 0.4176
H -0.1061 -2.0566 -1.1232
H 0.8769 -2.1246 0.1516
N -0.7890 0.2115 -0.5619
H 1.6103 -1.4891 -1.4276
N 1.2048 0.6295 0.1701
S -1.2087 1.7709 0.3059
H -1.4209 -0.5382 -0.9606
C 0.4124 -0.2644 -0.3673
```

As for the LUMO energy: -0.1544 hartree. The spin multiplicity is 1. The HOMO energy is -14.9 eV. As for the HOMO-LUMO gap: 0.39289 Eh. The energy above the lowest of the compared OMol25 structures with the same formula, charge and spin is 4.5515 eV. As for the net charge: +1.

=====

Record 8
Computed, not measured: an isolated molecule of C2H6N3P, with the ωB97M-V functional and the def2-TZVPD basis.

```
12
Properties=species:S:1:pos:R:3
H -0.1928 2.3014 1.6720
H 1.0498 1.6886 -0.2525
N -1.7294 1.2774 0.7451
H 1.3137 0.8121 1.3012
C 0.7433 0.9583 0.4011
H -0.4549 -1.6474 -1.6842
N 0.3114 -0.2386 -0.2930
N 0.2903 -2.3103 -1.5232
C -0.5374 1.5817 0.9938
H -1.8946 0.4695 0.0723
P 1.0223 -1.6261 -0.1222
H 0.0782 -3.2666 -1.3104
```

As for the LUMO energy: 0.0010 hartree. The spin multiplicity is 1. The HOMO energy is -9.2 eV. As for the HOMO-LUMO gap: 0.34021 Eh. The energy above the lowest of the compared OMol25 structures with the same formula, charge and spin is 0.9644 eV.

=====

Record 9
Computed, not measured: a structure of composition C2H6N3P, with the ωB97M-V functional and the def2-TZVPD basis.

```
12
Properties=species:S:1:pos:R:3
H 0.8834 2.6138 0.4371
N -0.9662 1.0541 -0.0815
C 1.7423 0.3031 0.1036
H -2.0081 0.0098 1.2071
H -1.5158 1.0295 -0.8877
P 0.6543 1.4988 -0.6435
H 0.8986 -2.0961 -0.8456
H 2.5845 0.1435 -0.4640
N -0.5179 -1.2798 0.3673
N -1.0746 -0.0436 0.8540
C 0.5899 -1.2278 -0.3741
H -1.2704 -2.0054 0.3272
```

As for the LUMO energy: 0.0035 hartree. The spin multiplicity is 1. The HOMO energy is -6.9 eV. As for the HOMO-LUMO gap: 0.25623 Eh. The energy above the lowest of the compared OMol25 structures with the same formula, charge and spin is 6.8872 eV.

=====

Record 10
Computed, not measured: a cluster of 2 separate species, C2H6N4 in total, with the ωB97M-V functional and the def2-TZVPD basis.

```
12
Properties=species:S:1:pos:R:3
N 2.0542 0.7774 -0.0881
H -2.7551 0.0976 1.5306
H 0.5316 1.5176 -0.7724
H 3.6442 0.0588 0.6625
C -2.7576 0.6522 -0.6657
N 2.6936 -0.1604 0.6527
H -0.0506 -1.1127 0.1837
N 0.7737 0.6713 -0.2560
C -2.6738 0.4737 0.5315
N -0.1270 -0.2238 -0.3178
H 2.3994 -1.1360 0.4471
H -2.9693 0.9072 -1.6371
```

As for the LUMO energy: 0.0412 hartree. The spin multiplicity is 1. The HOMO energy is -7.7 eV. As for the HOMO-LUMO gap: 0.32431 Eh. The energy above the lowest of the compared OMol25 structures with the same formula, charge and spin is 6.8709 eV.